Run i
The following is a quantum chemistry calculation of a single C6H14N2 molecule, from the OMol25 dataset.

Computed properties:
- SMILES = C=C(C(C)C)N(C)N
- HOMO-LUMO gap (eV) = 9.138
- charge = 0
- HOMO energy (eV) = -8.1699

CARTESIAN COORDINATES (ANGSTROEM)
1 C -1.05902 0.49982 0.06642
2 C 2.54743 -0.47308 -0.23194
3 C -1.39798 0.80195 -1.39219
4 C -2.31659 -0.10544 0.80236
5 N 1.32193 0.25694 0.00490
6 C 0.07037 -0.47115 0.15975
7 N 1.46586 1.39198 0.83236
8 C -0.00672 -1.79576 0.14235
9 H -0.78132 1.42033 0.58323
10 H 1.92360 1.15242 1.71522
11 H 2.03429 2.08708 0.35376
12 H 2.88370 -1.04235 0.64769
13 H 3.33475 0.23488 -0.50575
14 H 2.40066 -1.16244 -1.06132
15 H -0.54494 1.26156 -1.88480
16 H -1.65034 -0.11390 -1.92272
17 H -2.24874 1.47816 -1.44963
18 H -3.07213 0.67419 0.87172
19 H -2.06245 -0.43523 1.80649
20 H -2.74099 -0.93480 0.24258
21 H -0.95933 -2.29140 0.10974
22 H 0.85794 -2.43376 0.10976

Run ii
The following is a quantum chemistry calculation of a single C6H14N2 molecule, from the OMol25 dataset.

Computed properties:
- SMILES = C/C(N)=C/CCCN
- HOMO-LUMO gap (eV) = 9.750
- charge = 0
- HOMO energy (eV) = -8.7781

CARTESIAN COORDINATES (ANGSTROEM)
1 C 2.42483 -0.43033 0.93658
2 C 1.42674 -1.17885 0.05297
3 C -0.03239 -0.71036 0.26257
4 N -2.71212 0.53126 0.00597
5 C -1.64228 0.82572 -0.92544
6 C -0.42324 0.32694 -0.75486
7 C -2.03314 1.84050 -1.96269
8 N 2.37669 -0.71864 2.37313
9 H 2.24757 0.64457 0.79607
10 H 3.45860 -0.55050 0.60454
11 H 1.76679 -1.04503 -0.97557
12 H 1.49569 -2.25077 0.26491
13 H -0.04321 -0.26431 1.26616
14 H -0.73573 -1.54003 0.29958
15 H -3.22961 -0.30627 -0.24237
16 H -2.30615 0.37906 0.92099
17 H 0.31085 0.64245 -1.48158
18 H -2.67898 2.57695 -1.49525
19 H -1.16628 2.27284 -2.45789
20 H -2.64906 1.33911 -2.70078
21 H 2.73071 -1.65965 2.51785
22 H 1.41374 -0.72466 2.69510

Ordering by calculated energy gives the sequence run ii, run i, with the first entry being the most stable.

Run i
The following is a quantum chemistry calculation of a 2-piece molecular cluster, C3H4ClNO2 overall, from the OMol25 dataset.

Computed properties:
- HOMO-LUMO gap (spin up / spin down) (eV) = 5.673 / 5.671
- charge = 0
- HOMO energy (spin up / spin down) (eV) = -9.7308 / -9.7295

CARTESIAN COORDINATES (ANGSTROEM)
1 C -0.74519 -1.25748 -0.15101
2 C -0.38659 0.02856 -1.26873
3 C 0.57213 0.54965 -0.17008
4 N -0.02051 -0.58619 0.65765
5 O -1.47519 -2.15668 -0.17401
6 O 0.43905 1.79490 0.35415
7 Cl 0.90385 -0.82257 3.40235
8 H 0.12798 -0.43393 -2.17127
9 H -1.21865 0.56514 -1.30401
10 H 1.59825 0.56007 -0.43589
11 H 0.20487 1.75854 1.26086

Run ii
The following is a quantum chemistry calculation of a 2-piece molecular cluster, C3H4ClNO2 overall, from the OMol25 dataset.

Computed properties:
- HOMO-LUMO gap (spin up / spin down) (eV) = 8.195 / 8.221
- charge = 0
- HOMO energy (spin up / spin down) (eV) = -7.4457 / -7.4875

CARTESIAN COORDINATES (ANGSTROEM)
1 C -0.79882 -1.62273 -0.60997
2 C 1.74346 0.64476 0.87819
3 C -0.36914 0.99108 0.19297
4 N -1.98668 -1.44532 -0.50663
5 O 0.35458 -1.73885 -0.64572
6 O 0.51120 0.56524 1.01820
7 Cl 0.16110 1.84964 -1.24761
8 H 2.05190 1.27891 0.07054
9 H 2.39485 0.39330 1.69033
10 H -1.32191 0.45126 0.19250
11 H -2.74054 -1.36728 -1.03279

Ordering by calculated energy gives the sequence run ii, run i, with the first entry being the most stable.